Entry 1:
C7H12 in the gas phase in a non-equilibrium geometry, computed with ωB97M-V with the def2-TZVPD basis set.

```
19
Properties=species:S:1:pos:R:3:forces:R:3
C -0.845720 2.554526 -0.155967 0.638 0.145 0.998
C -0.199994 1.343659 0.477770 -0.447 0.021 -0.351
C -0.659101 0.852528 1.616627 -0.372 -0.325 0.580
C 0.915773 0.730578 -0.332743 0.145 0.272 0.026
C 0.886038 -0.739042 -0.615883 -0.711 -0.301 0.225
C -0.052864 -1.612062 -0.264426 0.352 -0.119 -0.378
C 0.066217 -3.079278 -0.535990 0.406 -0.905 -0.072
H -1.369824 2.225858 -1.046642 -0.066 0.323 -0.287
H -1.508735 3.047971 0.554801 -0.334 -0.219 -0.152
H -0.079404 3.311671 -0.359417 -0.088 -0.188 -0.505
H -1.486187 1.313420 2.154038 0.149 0.146 -0.199
H -0.321215 -0.075192 2.066186 0.323 0.143 -0.115
H 1.852075 0.966187 0.175183 0.227 -0.026 0.055
H 0.987473 1.272273 -1.280508 -0.026 -0.047 -0.065
H 1.708593 -1.140504 -1.190091 0.355 0.111 -0.041
H -0.921393 -1.320918 0.304597 -0.104 0.248 -0.033
H 1.103675 -3.432561 -0.516548 0.003 0.263 0.282
H -0.269820 -3.486985 -1.497145 -0.458 0.607 -0.008
H -0.474477 -3.630168 0.231263 0.008 -0.149 0.038
```
Forces are in eV/Å.

HOMO level = -9.004 eV
LUMO energy = 1.125 eV
max |F| = 0.0232 hartree/bohr
total charge = 0
energy above the lowest of the compared OMol25 structures with the same formula, charge and spin = 26.7 kcal/mol
SMILES string = C=C(C)C/C=C/C

---

Entry 2:
C7H12 in the gas phase, computed with ωB97M-V with the def2-TZVPD basis set.

```
19
Properties=species:S:1:pos:R:3:forces:R:3
C -3.122842 0.493305 -0.083265 -0.035 0.034 0.032
C -1.887964 -0.227350 -0.617554 -0.008 -0.081 -0.043
C -0.612626 0.621498 -0.521448 0.066 0.019 0.046
C 0.580458 -0.113139 -1.037949 -0.015 0.026 0.046
C 1.740786 -0.334784 -0.375182 -0.144 0.041 0.066
C 1.889921 0.084626 0.992894 0.195 -0.216 -0.212
C 3.149782 -0.428405 1.584209 -0.095 -0.056 0.092
H -3.010501 0.731299 0.980088 0.004 -0.017 -0.147
H -3.300102 1.432556 -0.619916 0.045 -0.125 0.065
H -4.017442 -0.128613 -0.194025 0.129 0.093 0.021
H -1.738951 -1.160681 -0.060900 -0.009 0.109 -0.055
H -2.056066 -0.514362 -1.664748 0.039 0.025 0.136
H -0.412739 0.943091 0.504324 -0.079 -0.051 -0.151
H -0.743180 1.523260 -1.138791 0.007 -0.106 0.038
H 2.519237 -0.905295 -0.897651 -0.052 0.023 0.062
H 0.474930 -0.536237 -2.041258 0.027 0.104 0.106
H 3.110204 -0.511929 2.672150 0.013 0.029 -0.077
H 3.869863 0.379972 1.375566 -0.021 0.035 -0.012
H 3.567237 -1.348820 1.143458 -0.067 0.113 -0.013
```
Forces are in eV/Å.

HOMO level = -7.872 eV
LUMO energy = -0.293 eV
max |F| = 0.0070 hartree/bohr
total charge = 0
energy above the lowest of the compared OMol25 structures with the same formula, charge and spin = 81.3 kcal/mol

---

Entry 3:
A molecular structure, C7H12, computed with ωB97M-V with the def2-TZVPD basis set.

```
19
Properties=species:S:1:pos:R:3:forces:R:3
C 2.346961 0.458013 -0.670810 0.042 0.049 0.015
C 1.148209 -0.486475 -0.734495 -0.064 -0.050 -0.038
C 0.219820 -0.337095 0.461698 0.156 -0.015 -0.054
C -0.559109 0.993227 0.652507 0.039 0.151 -0.062
C -1.862457 0.197437 0.791292 -0.116 0.127 0.276
C -2.091462 -0.886819 -0.621994 0.237 -0.007 -0.070
C -1.125536 -1.108821 0.461313 0.030 -0.261 0.047
H 2.997610 0.333540 -1.542737 -0.094 0.025 0.130
H 2.949767 0.272681 0.225992 -0.086 0.018 -0.115
H 2.025657 1.506447 -0.642697 0.036 -0.154 -0.001
H 0.586704 -0.303285 -1.660024 0.060 -0.021 0.127
H 1.497080 -1.526701 -0.784915 -0.051 0.129 0.007
H 0.776506 -0.565322 1.379440 -0.082 0.023 -0.114
H -0.546351 1.681756 -0.199395 0.000 -0.113 0.127
H -0.286891 1.548293 1.554149 -0.035 -0.080 -0.130
H -2.486939 0.215361 1.682678 0.045 -0.005 -0.163
H -2.714034 0.261630 -0.036662 -0.042 0.075 -0.020
H -1.625038 -0.263830 -1.405391 -0.080 -0.040 0.143
H -1.250492 -1.990038 1.090052 0.005 0.149 -0.105
```
Forces are in eV/Å.

HOMO level = -8.257 eV
LUMO energy = 1.069 eV
max |F| = 0.0063 hartree/bohr
total charge = 0
energy above the lowest of the compared OMol25 structures with the same formula, charge and spin = 97.3 kcal/mol

---

Entry 4:
C7H12 in the gas phase, computed with ωB97M-V with the def2-TZVPD basis set.

```
19
Properties=species:S:1:pos:R:3:forces:R:3
C 1.334923 1.555383 2.175694 -0.017 -0.018 -0.021
C 0.873747 1.692876 0.719707 -0.022 0.003 -0.074
C 0.199865 0.422948 0.185619 -0.083 -0.099 -0.021
C -0.284465 0.557728 -1.274728 0.024 0.174 -0.003
C -0.928295 -0.646082 -1.858463 0.143 -0.236 0.133
C -1.236645 -1.837724 -1.504991 0.053 0.287 0.542
C -1.562001 -3.217016 -1.498143 -0.082 -0.618 -0.358
H 0.486112 1.333687 2.838091 0.188 0.050 -0.156
H 2.063332 0.739316 2.283111 -0.166 0.180 -0.032
H 1.808955 2.478611 2.535007 -0.114 -0.222 -0.094
H 0.173284 2.538439 0.632468 0.148 -0.188 0.021
H 1.736099 1.940348 0.080496 -0.188 -0.057 0.140
H -0.664611 0.170945 0.821883 0.198 0.056 -0.121
H 0.898969 -0.425623 0.250636 -0.143 0.180 -0.005
H -0.968207 1.418107 -1.360274 0.143 -0.231 0.017
H 0.576566 0.815741 -1.914088 -0.195 -0.081 0.124
H -1.219171 -2.008307 -0.360968 0.057 0.307 0.022
H -0.806634 -3.971624 -1.729261 -0.225 0.303 0.008
H -2.481823 -3.557753 -1.021797 0.281 0.210 -0.123
```
Forces are in eV/Å.

HOMO level (alpha / beta) = -7.725 / -7.455 eV
LUMO energy (alpha / beta) = 0.452 / 0.122 eV
max |F| = 0.0140 hartree/bohr
total charge = 0
energy above the lowest of the compared OMol25 structures with the same formula, charge and spin = 115.3 kcal/mol

---

Entry 5:
C7H12 in the gas phase, computed with ωB97M-V with the def2-TZVPD basis set.

```
19
Properties=species:S:1:pos:R:3:forces:R:3
C 1.689426 2.613777 0.194016 0.030 0.062 0.034
C 1.551003 1.403592 -0.735880 0.025 -0.043 -0.042
C 0.467690 0.462891 -0.220835 -0.014 0.052 0.061
C 0.184021 -0.777887 -1.079703 0.016 0.004 -0.023
C -0.843598 -1.570076 -0.392858 -0.365 -0.182 0.333
C -1.679214 -2.054365 0.329367 0.352 0.195 -0.324
C -2.688614 -2.582146 1.247820 -0.071 -0.034 0.055
H 0.936732 3.377145 -0.030942 0.081 -0.124 0.037
H 1.541019 2.312251 1.238151 0.090 0.040 -0.145
H 2.675211 3.082581 0.123691 -0.135 -0.024 -0.059
H 1.314308 1.736329 -1.755601 0.047 -0.058 0.139
H 2.504338 0.862670 -0.800477 -0.128 0.059 0.036
H -0.473135 1.014599 -0.096831 0.119 -0.049 -0.022
H 0.749873 0.117138 0.782112 -0.050 0.064 -0.123
H -0.155881 -0.487451 -2.082355 0.024 -0.038 0.163
H 1.099581 -1.368252 -1.217615 -0.143 0.079 0.049
H -2.884589 -1.852047 2.041018 0.014 -0.127 -0.114
H -2.353659 -3.509800 1.722231 -0.037 0.114 -0.099
H -3.634513 -2.780949 0.734691 0.144 0.009 0.044
```
Forces are in eV/Å.

HOMO level = -9.314 eV
LUMO energy = 1.078 eV
max |F| = 0.0102 hartree/bohr
total charge = 0
energy above the lowest of the compared OMol25 structures with the same formula, charge and spin = 31.3 kcal/mol
SMILES string = CC#CCCCC

---

Entry 6:
C7H12 in the gas phase, computed with ωB97M-V with the def2-TZVPD basis set.

```
19
Properties=species:S:1:pos:R:3:forces:R:3
C -2.007284 -0.236204 0.597491 0.004 0.008 0.103
C -1.281301 -0.402710 -0.735076 -0.155 0.038 -0.064
C 0.584179 -0.023353 -1.759638 0.119 0.006 0.329
C 1.284306 1.085927 -1.025264 -0.041 0.031 -0.062
C 1.304176 0.832029 0.497103 -0.055 0.031 0.034
C 0.989431 -0.666738 0.601047 0.003 -0.021 0.009
C 0.189971 -0.966439 -0.679664 0.082 -0.071 -0.100
H -2.929397 0.333119 0.437435 0.115 -0.128 0.046
H -2.281624 -1.205170 1.026576 0.100 0.102 -0.028
H -1.411817 0.307277 1.336944 -0.082 -0.073 -0.118
H -1.849195 -1.055900 -1.401485 0.099 0.100 0.077
H -1.282812 0.570102 -1.257002 -0.020 -0.037 0.080
H 2.296013 0.997510 -1.456959 -0.048 -0.013 0.025
H 0.941054 2.082379 -1.327692 0.105 -0.162 -0.014
H 2.264568 1.094812 0.952488 -0.163 -0.035 -0.047
H 0.536669 1.431301 1.001879 0.083 -0.079 -0.126
H 0.472519 -0.941867 1.527279 0.038 0.043 -0.159
H 1.917690 -1.252181 0.569697 -0.148 0.079 -0.005
H 0.178906 -2.025696 -0.951265 -0.035 0.180 0.021
```
Forces are in eV/Å.

HOMO level = -8.200 eV
LUMO energy = 0.958 eV
max |F| = 0.0068 hartree/bohr
total charge = 0
energy above the lowest of the compared OMol25 structures with the same formula, charge and spin = 72.9 kcal/mol

---

Entry 7:
C7H12 in the gas phase, computed with ωB97M-V with the def2-TZVPD basis set.

```
19
Properties=species:S:1:pos:R:3:forces:R:3
C 1.072252 -3.019180 -0.078629 -0.016 -0.067 -0.006
C 1.398976 -1.534055 -0.195907 0.055 0.017 0.008
C 0.206881 -0.706589 -0.669481 -0.047 -0.048 -0.003
C 0.546166 0.797529 -0.799795 0.109 0.069 -0.072
C -0.422061 1.665540 -0.124467 -0.299 0.241 0.203
C -1.220658 2.337099 0.477630 0.372 -0.247 -0.183
C -2.147075 3.144492 1.268497 -0.146 0.053 0.077
H 0.234688 -3.182650 0.610137 0.127 0.028 -0.092
H 0.785454 -3.435812 -1.051309 0.042 0.052 0.132
H 1.929600 -3.590072 0.292690 -0.125 0.069 -0.057
H 1.725998 -1.147920 0.779410 -0.026 -0.055 -0.134
H 2.243231 -1.390387 -0.884114 -0.106 -0.022 0.081
H -0.616674 -0.832356 0.041698 0.099 0.032 -0.082
H -0.154097 -1.093921 -1.630291 0.047 0.056 0.121
H 1.538894 0.983745 -0.365543 -0.182 -0.026 -0.047
H 0.625388 1.090421 -1.854843 -0.028 -0.079 0.181
H -3.169940 3.073526 0.882247 0.176 -0.002 0.062
H -1.857974 4.199914 1.263713 -0.018 -0.141 -0.023
H -2.150669 2.801826 2.309310 -0.035 0.071 -0.165
```
Forces are in eV/Å.

HOMO level = -9.307 eV
LUMO energy = 1.100 eV
max |F| = 0.0094 hartree/bohr
total charge = 0
energy above the lowest of the compared OMol25 structures with the same formula, charge and spin = 31.8 kcal/mol
SMILES string = CC#CCCCC

---

Entry 8:
C7H12 in the gas phase, computed with ωB97M-V with the def2-TZVPD basis set.

```
19
Properties=species:S:1:pos:R:3:forces:R:3
C 0.671229 -1.288065 -2.507228 0.042 -0.051 -0.056
C -0.236071 -0.619126 -1.485789 -0.047 -0.005 -0.053
C -0.029017 -1.114572 -0.056024 -0.001 -0.103 -0.075
C -1.096216 -0.486369 0.853418 -0.189 -0.169 -0.153
C -0.533784 0.049604 2.106532 0.132 0.899 -0.179
C -0.021542 1.095535 2.421000 -0.033 -0.404 0.040
C 0.505093 2.435549 2.226214 0.153 0.231 0.125
H 1.727079 -1.104690 -2.275409 -0.144 -0.046 -0.043
H 0.510592 -2.372390 -2.512857 0.055 0.144 -0.035
H 0.473196 -0.909162 -3.515343 0.073 -0.082 0.122
H -0.075671 0.469761 -1.499904 -0.036 -0.192 -0.003
H -1.288065 -0.772418 -1.763025 0.133 -0.007 -0.006
H 0.977339 -0.837224 0.287411 -0.257 -0.023 -0.040
H -0.084255 -2.208221 -0.010261 0.019 0.093 -0.063
H -1.422752 0.443252 0.369971 -0.256 -0.322 -0.151
H -1.982666 -1.108403 0.959458 0.093 -0.223 0.072
H 1.097794 2.805723 3.056768 0.059 0.159 0.043
H -0.322613 3.125828 2.021030 0.184 -0.043 0.191
H 1.130332 2.395388 1.324038 0.020 0.145 0.265
```
Forces are in eV/Å.

HOMO level = -9.200 eV
LUMO energy = 1.024 eV
max |F| = 0.0180 hartree/bohr
total charge = 0
energy above the lowest of the compared OMol25 structures with the same formula, charge and spin = 56.6 kcal/mol
SMILES string = CC#CCCCC

---

Entry 9:
C7H12 in the gas phase, computed with ωB97M-V with the def2-TZVPD basis set.

```
19
Properties=species:S:1:pos:R:3:forces:R:3
C -3.262028 0.631611 -0.048678 -0.043 0.030 0.030
C -2.099736 -0.053031 -0.762943 0.016 -0.043 -0.041
C -0.749925 0.234605 -0.107932 -0.020 0.039 0.051
C 0.399661 -0.500762 -0.811636 -0.034 0.002 -0.044
C 1.687280 -0.367519 -0.118067 0.413 -0.020 0.254
C 2.730544 -0.283613 0.481593 -0.437 -0.013 -0.258
C 3.998598 -0.205306 1.211809 0.049 0.001 0.043
H -3.323958 0.306195 0.996499 0.011 0.050 -0.145
H -3.140277 1.721129 -0.050622 -0.012 -0.152 0.000
H -4.219374 0.399959 -0.527791 0.144 0.042 0.068
H -2.265274 -1.139417 -0.773756 0.016 0.146 -0.006
H -2.072271 0.264244 -1.814886 0.009 -0.043 0.147
H -0.778796 -0.067516 0.947001 0.004 0.014 -0.146
H -0.553080 1.314972 -0.114211 -0.007 -0.158 -0.002
H 0.142786 -1.566623 -0.894779 0.089 0.171 0.034
H 0.494547 -0.127466 -1.840022 0.008 -0.056 0.145
H 3.877785 0.343820 2.151809 -0.006 -0.084 -0.153
H 4.769254 0.303874 0.622921 -0.152 -0.088 0.065
H 4.364268 -1.209162 1.453685 -0.046 0.162 -0.041
```
Forces are in eV/Å.

HOMO level = -9.345 eV
LUMO energy = 1.088 eV
max |F| = 0.0099 hartree/bohr
total charge = 0
energy above the lowest of the compared OMol25 structures with the same formula, charge and spin = 29.0 kcal/mol
SMILES string = CC#CCCCC

---

Entry 10:
A molecular structure, C7H12 in a non-equilibrium geometry, computed with ωB97M-V with the def2-TZVPD basis set.

```
19
Properties=species:S:1:pos:R:3:forces:R:3
C 0.160067 -0.689072 -1.900988 1.227 -1.667 -1.941
C -0.272759 -0.714285 -0.448120 -1.332 -3.813 0.026
C -1.698291 -1.533391 -0.104946 0.499 -2.187 -0.725
C -0.664267 0.591863 -0.114977 -1.575 4.247 3.293
C -0.191572 1.467476 0.804162 0.466 0.377 0.618
C 1.047841 1.610506 1.634847 1.344 -2.154 -3.252
C 2.224465 1.116084 1.175695 0.615 -0.307 2.994
H -0.798678 -1.008347 -2.679744 3.124 0.794 2.101
H 0.546429 0.468844 -2.189486 -0.649 -3.626 0.536
H 1.152913 -1.669364 -1.745323 -2.894 3.223 -1.892
H 0.550778 -1.226538 0.163540 -1.286 1.337 -0.424
H -2.540954 -1.172100 -0.845561 1.563 -0.431 1.922
H -1.823479 -1.379701 1.008180 -0.543 0.296 -1.426
H -1.738945 -2.773175 -0.164604 0.684 3.174 -0.294
H -1.706251 1.018604 -0.346217 1.453 -1.499 -0.612
H -0.937526 2.196208 0.996280 -0.240 1.144 0.262
H 1.189057 2.117252 2.546842 -1.001 0.599 1.099
H 2.414294 0.576917 0.285086 -0.318 -0.263 -1.025
H 3.086878 1.002219 1.925334 -1.136 0.758 -1.261
```
Forces are in eV/Å.

HOMO level = -8.578 eV
LUMO energy = 0.796 eV
max |F| = 0.1089 hartree/bohr
total charge = 0
energy above the lowest of the compared OMol25 structures with the same formula, charge and spin = 118.2 kcal/mol